[1]
Density functional theory data (ωB97M-V/def2-TZVPD) for a cluster of 10 separate species, C30H55N5O5 in total at a distorted geometry.

ΔE to the lowest compared entry with this formula, charge and spin in kJ/mol: 269.2
Structure (SMILES): C1CCOC1.C1CCOC1.C1CCOC1.C1CCOC1.C1CCOC1.CC#N.CC#N.CC#N.CC#N.CC#N
HOMO-LUMO gap in Ha: 0.337
Total energy in Ha: -1825.89213
E_HOMO in eV: -9.256
F_max in eV/Å: 2.1
M in g/mol: 565.80
Charge: 0

Last column: Mulliken charge in e.
Geometry (Å):
C: 3.844 -3.928 0.967  -0.30
C: 5.021 -3.307 1.547  0.28
N: 5.916 -2.778 2.034  -0.45
H: 3.338 -4.496 1.749  0.22
H: 4.058 -4.569 0.120  0.36
H: 3.206 -3.072 0.728  -0.08
C: -1.346 -2.108 4.556  -0.44
C: -0.299 -2.973 3.962  0.40
N: 0.507 -3.643 3.494  -0.46
H: -2.202 -2.710 4.842  0.36
H: -1.547 -1.255 3.915  -0.16
H: -0.932 -1.683 5.472  0.33
C: -0.081 2.885 6.265  -0.89
C: 0.202 1.830 5.266  0.28
N: 0.466 0.994 4.522  -0.28
H: 0.501 3.768 6.026  0.28
H: 0.198 2.461 7.228  0.34
H: -1.150 3.084 6.260  0.26
C: -3.157 1.586 3.315  -0.59
C: -2.302 2.585 2.672  0.46
N: -1.617 3.362 2.179  -0.47
H: -3.077 0.583 2.907  0.06
H: -4.188 1.931 3.346  0.39
H: -2.823 1.527 4.355  0.19
C: 3.201 -1.408 5.583  -0.90
C: 3.167 -1.356 4.142  0.34
N: 3.181 -1.348 2.999  -0.30
H: 3.868 -0.621 5.942  0.32
H: 3.595 -2.349 5.963  0.32
H: 2.203 -1.244 5.988  0.19
C: 1.031 -0.138 -5.599  0.03
C: 1.756 0.902 -6.454  -0.64
C: 2.326 0.157 -7.650  -0.35
O: 1.816 -1.208 -7.519  -0.42
C: 1.581 -1.445 -6.142  -0.53
H: -0.017 -0.116 -5.906  0.19
H: 1.182 -0.009 -4.532  0.06
H: 2.561 1.275 -5.812  0.29
H: 1.129 1.755 -6.705  0.31
H: 3.413 0.061 -7.670  0.25
H: 1.994 0.457 -8.641  0.24
H: 2.501 -1.785 -5.646  0.29
H: 0.902 -2.292 -6.030  0.30
C: -0.766 0.664 -0.028  0.02
C: -0.338 -0.132 1.225  1.32
C: 0.701 -1.162 0.709  -0.26
O: 0.581 -1.113 -0.704  -0.46
C: 0.183 0.167 -1.128  -0.06
H: -0.725 1.725 0.200  0.63
H: -1.743 0.266 -0.310  -0.31
H: -1.213 -0.634 1.647  -0.72
H: 0.122 0.441 2.028  -0.29
H: 0.495 -2.199 0.969  -0.08
H: 1.691 -0.861 1.056  0.20
H: -0.231 0.034 -2.128  0.03
H: 1.071 0.814 -1.222  0.00
C: -4.694 2.699 -2.579  -0.65
C: -4.341 1.240 -2.458  -0.35
C: -3.151 1.133 -3.446  0.17
O: -3.214 2.264 -4.310  -0.43
C: -4.389 3.008 -4.036  -0.50
H: -4.040 3.308 -1.940  0.25
H: -5.699 3.059 -2.341  0.39
H: -5.162 0.601 -2.783  0.34
H: -3.980 1.082 -1.444  0.10
H: -3.076 0.217 -4.034  0.31
H: -2.269 1.181 -2.793  -0.29
H: -5.218 2.514 -4.564  0.28
H: -4.321 4.081 -4.177  0.35
C: 2.656 3.557 1.155  0.08
C: 3.839 4.060 1.942  -0.72
C: 5.062 3.828 1.027  -0.33
O: 4.503 3.335 -0.180  -0.43
C: 3.146 3.690 -0.295  -0.41
H: 1.671 4.002 1.311  0.39
H: 2.508 2.490 1.347  -0.17
H: 3.942 3.581 2.919  0.31
H: 3.746 5.118 2.213  0.29
H: 5.722 3.054 1.419  0.28
H: 5.624 4.746 0.838  0.24
H: 2.616 3.028 -0.981  0.18
H: 2.978 4.693 -0.711  0.28
C: -2.602 -4.660 -1.370  -0.66
C: -2.080 -4.232 0.015  -0.49
C: -2.966 -3.063 0.327  0.25
O: -4.240 -3.320 -0.264  -0.46
C: -4.105 -4.383 -1.188  -0.55
H: -2.242 -5.634 -1.691  0.43
H: -2.194 -3.963 -2.111  0.21
H: -0.994 -4.106 -0.018  0.23
H: -2.119 -5.085 0.705  0.31
H: -2.544 -2.237 -0.269  -0.23
H: -2.953 -2.768 1.375  0.28
H: -4.574 -4.207 -2.159  0.33
H: -4.600 -5.285 -0.808  0.27

---

[2]
Density functional theory data (ωB97M-V/def2-TZVPD) for a cluster of 2 separate species, C6H13ClN in total at a distorted geometry.

ΔE to the lowest compared entry with this formula, charge and spin in kJ/mol: 289.0
HOMO-LUMO gap in Ha: 0.382
Total energy in Ha: -750.96404
E_HOMO in eV: -13.627
F_max in eV/Å: 4.3
M in g/mol: 134.63
Charge: +1

Last column: Mulliken charge in e.
Geometry (Å):
C: 2.983 -0.050 -1.120  -0.63
C: 1.785 0.413 -1.392  0.39
C: -0.769 -1.969 1.289  -1.06
C: -1.223 1.989 -0.210  -0.95
C: -0.051 -1.553 -0.037  -0.69
C: 0.178 -0.101 -0.053  -0.30
N: -0.892 0.646 -0.798  -0.17
Cl: 1.331 1.620 -2.503  -0.14
H: 3.780 0.029 -1.866  0.26
H: 3.284 -0.537 -0.231  0.32
H: 0.167 -2.047 2.009  0.30
H: -1.206 -2.876 1.045  0.36
H: -1.446 -1.257 1.904  0.31
H: -1.413 1.784 0.872  0.39
H: -0.520 2.762 -0.323  0.32
H: -2.140 2.404 -0.573  0.38
H: 0.969 -1.999 -0.220  0.33
H: -0.509 -1.882 -0.907  0.55
H: 0.165 0.417 0.992  0.31
H: -1.851 0.168 -0.633  0.45
H: -0.588 0.717 -1.776  0.26

---

[3]
Density functional theory data (ωB97M-V/def2-TZVPD) for the molecule C2H3F2NS at a distorted geometry.

ΔE to the lowest compared entry with this formula, charge and spin in kJ/mol: 34.5
Structure (SMILES): NC(=S)C(F)F
HOMO-LUMO gap in Ha: 0.328
Total energy in Ha: -730.66885
E_HOMO in eV: -9.101
F_max in eV/Å: 2.4
M in g/mol: 111.12
Charge: 0

Last column: Mulliken charge in e.
Geometry (Å):
C: 0.591 -0.303 -0.091  0.27
C: -0.926 -0.469 -0.087  0.17
H: 1.782 1.204 0.046  0.25
H: 0.162 1.707 -0.036  0.23
H: -1.373 0.299 -0.734  0.19
N: 0.871 1.018 -0.246  -0.40
F: -1.416 -1.728 -0.481  -0.24
F: -1.348 -0.260 1.242  -0.22
S: 1.657 -1.468 0.387  -0.25

---

[4]
Density functional theory data (ωB97M-V/def2-TZVPD) for a cluster of 3 separate species, C3HNO3S in total at a distorted geometry.

ΔE to the lowest compared entry with this formula, charge and spin in kJ/mol: 17.9
HOMO-LUMO gap in Ha: 0.405
Total energy in Ha: -793.59122
E_HOMO in eV: -10.489
F_max in eV/Å: 2.1
M in g/mol: 131.11
Charge: 0

Last column: Mulliken charge in e.
Geometry (Å):
C: 0.283 -2.873 -0.940  0.17
C: -1.307 1.667 -0.245  0.49
C: 2.036 -0.046 0.768  0.64
N: -1.796 1.198 0.710  -0.31
O: -0.457 -3.026 -1.789  -0.18
O: -0.780 1.978 -1.241  -0.45
O: 2.115 0.282 1.853  -0.31
S: 2.114 -0.350 -0.739  -0.33
H: -2.208 1.170 1.622  0.28

---

[5]
Density functional theory data (ωB97M-V/def2-TZVPD) for the molecule C6H10S at a distorted geometry.

ΔE to the lowest compared entry with this formula, charge and spin in kJ/mol: 633.4
HOMO-LUMO gap (spin up / spin down) in Ha: 0.297 / 0.297
Total energy in Ha: -632.56825
E_HOMO (spin up / spin down) in eV: -7.525 / -7.526
F_max in eV/Å: 4.9
M in g/mol: 114.21
Charge: 0

Last column: Mulliken charge in e.
Geometry (Å):
C: 0.733 -1.029 -0.789  -0.41
C: 1.825 1.189 0.045  -0.37
C: -0.611 1.190 -0.359  -0.50
C: -0.606 -0.471 -0.558  -0.08
C: 0.568 1.365 0.439  -0.58
C: -1.287 -1.082 0.665  -1.51
S: 2.095 -0.667 0.216  -0.08
H: 0.987 -1.319 -1.915  0.31
H: 2.147 1.346 -0.976  0.35
H: -0.525 1.645 -1.344  0.32
H: -1.593 1.418 0.076  0.37
H: -1.170 -0.537 -1.385  0.50
H: 0.526 1.208 1.722  0.23
H: -1.370 -2.102 0.516  0.36
H: -2.235 -0.700 0.856  0.47
H: -0.755 -0.790 1.451  0.44
H: 1.271 -0.664 1.340  0.18

---

[6]
Density functional theory data (ωB97M-V/def2-TZVPD) for a cluster of 2 separate species, HO5S2 in total at a distorted geometry.

ΔE to the lowest compared entry with this formula, charge and spin in kJ/mol: 161.8
HOMO-LUMO gap (spin up / spin down) in Ha: 0.315 / 0.315
Total energy in Ha: -1173.18964
E_HOMO (spin up / spin down) in eV: -5.070 / -5.068
F_max in eV/Å: 2.8
M in g/mol: 145.14
Charge: -1

Last column: Mulliken charge in e.
Geometry (Å):
O: -0.088 -0.496 1.045  -0.38
O: 0.556 -2.447 -0.567  -0.51
O: -2.330 1.082 -0.356  -0.83
O: 2.469 -1.348 0.403  -0.52
O: 0.627 1.500 -0.155  -0.46
S: 1.226 -1.201 -0.325  0.70
S: -0.289 0.951 0.815  0.76
H: -2.170 1.961 -0.860  0.24